Version i
The following is a DFT calculation (ωB97M-V/def2-TZVPD) of a cluster of 2 separate species, C5H15N2O in total.

Computed properties:
* M: 119.188 u
* HOMO-LUMO gap: 10.9 eV
* lowest unoccupied orbital energy: -2.87 eV
* charge: +1

The geometry in XYZ format:
```
23
C5H15N2O, DFT ωB97M-V/def2-TZVPD
O 2.84 -0.09 -1.62
N 0.40 0.56 -0.10
N -1.76 1.50 -1.40
C -0.75 -0.38 -0.20
C 1.37 0.04 0.93
C -2.07 0.29 -0.63
C 0.47 -0.63 1.97
C -0.86 -0.94 1.24
H -1.04 -2.00 1.20
H 0.80 -1.56 2.44
H 0.08 1.47 0.24
H 3.19 -0.98 -1.55
H -0.48 -1.17 -0.89
H -2.62 -0.43 -1.19
H 0.92 0.70 -0.96
H 1.82 0.95 1.32
H -2.62 1.83 -1.83
H 0.40 0.04 2.83
H -1.68 -0.50 1.80
H -2.71 0.46 0.24
H 3.49 0.38 -2.17
H 2.04 -0.69 0.50
H -1.21 1.16 -2.19
```

Version ii
The following is a DFT calculation (ωB97M-V/def2-TZVPD) of a cluster of 2 separate species, C5H15N2O in total.

Computed properties:
* M: 119.188 u
* HOMO-LUMO gap: 9.2 eV
* lowest unoccupied orbital energy: -3.00 eV
* charge: +1

The geometry in XYZ format:
```
23
C5H15N2O, DFT ωB97M-V/def2-TZVPD
O 1.91 -1.04 -2.47
N -2.29 -0.52 0.05
N 0.40 -1.34 0.33
C -2.44 0.90 2.06
C 2.08 0.52 -0.21
C -1.71 0.46 0.98
C 0.61 0.16 -0.30
C -0.44 1.01 0.52
H 0.65 -1.96 -0.44
H 2.84 -1.37 -2.44
H 1.86 -0.45 -3.21
H -0.90 1.79 -0.26
H -3.24 -0.74 0.33
H -0.58 -1.41 0.71
H 2.76 -0.12 0.22
H -2.20 1.72 2.70
H 1.05 -1.48 1.11
H 2.27 1.56 0.22
H -2.07 -0.23 -0.94
H 0.13 1.54 1.25
H -3.40 0.34 2.27
H 2.60 0.58 -1.20
H 0.11 0.07 -1.27
```

Which of them is most stable, and which least? Most stable: version i; least stable: version ii.

Version i
The following is a DFT calculation (ωB97M-V/def2-TZVPD) of an isolated molecule of C5H6N2O.

Computed properties:
* M: 110.116 u
* HOMO-LUMO gap: 10.1 eV
* lowest unoccupied orbital energy: 0.35 eV
* SMILES: C=C[C@H](C#N)/C=N\O
* charge: 0

The geometry in XYZ format:
```
14
C5H6N2O, DFT ωB97M-V/def2-TZVPD
O 1.81 -0.76 -0.77
N 1.36 -1.40 0.44
N -3.34 -0.63 -0.10
C -0.73 -0.54 -0.41
C -2.17 -0.72 -0.17
C -0.59 0.99 -0.07
C 0.14 -1.19 0.66
C 0.66 1.66 0.22
H -1.51 1.64 -0.15
H 0.48 2.77 0.40
H -0.63 -0.80 -1.44
H -0.21 -1.44 1.71
H 1.80 1.22 0.41
H 2.94 -0.81 -0.73
```

Version ii
The following is a DFT calculation (ωB97M-V/def2-TZVPD) of a structure of composition C5H6N2O.

Computed properties:
* M: 110.116 u
* HOMO-LUMO gap (spin up / spin down): 7.9 / 7.9 eV
* lowest unoccupied orbital energy (spin up / spin down): -0.58 / -0.58 eV
* charge: 0

The geometry in XYZ format:
```
14
C5H6N2O, DFT ωB97M-V/def2-TZVPD
O -0.69 1.66 1.84
N 1.42 0.09 -1.76
N -0.55 -0.67 1.25
C -0.18 0.75 1.18
C -0.77 -0.38 -0.08
C -1.63 -0.89 -0.96
C 1.29 0.86 0.64
C 1.12 0.11 -0.59
H -1.34 -0.90 1.85
H 1.52 1.91 0.43
H 2.01 0.39 1.31
H -1.63 -0.59 -2.00
H 1.70 -0.64 -2.41
H -2.29 -1.72 -0.70
```

Which of them is most stable, and which least? Most stable: version i; least stable: version ii.

Version i
The following is a DFT calculation (ωB97M-V/def2-TZVPD) of a structure of composition C5H6N2O.

Computed properties:
* M: 110.116 u
* HOMO-LUMO gap (spin up / spin down): 8.1 / 8.1 eV
* lowest unoccupied orbital energy (spin up / spin down): 0.18 / 0.17 eV
* charge: 0

The geometry in XYZ format:
```
14
C5H6N2O, DFT ωB97M-V/def2-TZVPD
O 0.50 2.05 -0.61
N 0.71 0.48 1.33
N -1.41 -1.32 0.10
C -1.40 0.63 -0.09
C -0.01 0.96 0.07
C -2.05 -0.41 0.68
C 1.62 -1.24 -0.42
C 0.84 -0.25 0.32
H -1.98 1.26 -0.76
H -3.03 -0.39 1.17
H 1.01 -1.67 -1.22
H 0.76 2.72 0.04
H 1.93 -2.04 0.25
H 2.49 -0.76 -0.87
```

Version ii
The following is a DFT calculation (ωB97M-V/def2-TZVPD) of an isolated molecule of C5H6N2O.

Computed properties:
* M: 110.116 u
* HOMO-LUMO gap: 10.8 eV
* lowest unoccupied orbital energy: 0.60 eV
* SMILES: CC(=O)N1C[C@@H]1C#N
* charge: 0

The geometry in XYZ format:
```
14
C5H6N2O, DFT ωB97M-V/def2-TZVPD
O 0.70 1.16 2.15
N 0.75 -0.37 0.43
N -0.94 1.20 -2.14
C 0.33 -0.77 -0.95
C 0.08 0.45 1.41
C -0.37 0.27 -1.71
C 1.77 -0.30 -0.61
C -1.45 0.21 1.11
H -1.68 0.25 -0.04
H -2.37 0.90 1.75
H 2.07 0.74 -0.88
H -1.74 -0.81 1.46
H 0.35 -1.74 -1.49
H 2.50 -1.19 -0.50
```

Which of them is most stable, and which least? Most stable: version ii; least stable: version i.